Entry 1:
{
  "formula": "C28H79F4N9O16PbS4",
  "method": "ωB97M-V with the def2-TZVPD basis set",
  "symbols": ["Pb", "N", "S", "O", "O", "F", "S", "O", "O", "F", "N", "S", "O", "O", "F", "S", "O", "O", "F", "O", "H", "H", "C", "C", "C", "O", "C", "N", "H", "H", "H", "H", "H", "H", "H", "H", "H", "H", "H", "C", "C", "C", "O", "C", "N", "H", "H", "H", "H", "H", "H", "H", "H", "H", "H", "H", "C", "C", "C", "O", "C", "N", "H", "H", "H", "H", "H", "H", "H", "H", "H", "H", "H", "C", "C", "C", "O", "C", "N", "H", "H", "H", "H", "H", "H", "H", "H", "H", "H", "H", "C", "C", "C", "O", "C", "N", "H", "H", "H", "H", "H", "H", "H", "H", "H", "H", "H", "C", "C", "C", "O", "C", "N", "H", "H", "H", "H", "H", "H", "H", "H", "H", "H", "H", "C", "C", "C", "O", "C", "N", "H", "H", "H", "H", "H", "H", "H", "H", "H", "H", "H"],
  "positions_angstrom": [[2.200, -1.292, -4.536], [3.731, 1.732, -6.432], [3.604, 3.187, -6.161], [2.633, 3.906, -6.959], [4.687, 3.947, -5.590], [2.668, 2.974, -4.848], [4.700, 2.053, -7.864], [6.129, 2.114, -7.624], [4.185, 2.955, -8.886], [4.499, 0.581, -8.463], [-0.330, -0.294, -1.884], [-0.416, 0.596, -0.365], [-0.027, -0.081, 0.860], [-1.450, 1.600, -0.235], [0.829, 1.589, -0.625], [-1.686, -0.851, -1.649], [-2.828, -0.055, -2.084], [-1.892, -1.818, -0.578], [-1.550, -1.822, -2.966], [-6.176, 3.252, -2.447], [-5.485, 2.620, -2.249], [-6.248, 3.786, -1.656], [2.625, 11.011, 0.931], [2.889, 9.530, 0.995], [4.325, 9.230, 0.726], [4.584, 7.760, 0.784], [4.157, 6.989, -0.286], [2.597, 9.152, 2.361], [3.261, 11.545, 1.636], [1.579, 11.277, 1.085], [2.877, 11.445, -0.037], [2.289, 8.914, 0.325], [5.013, 9.607, 1.483], [4.638, 9.670, -0.220], [3.075, 7.031, -0.415], [4.383, 5.964, 0.007], [4.684, 7.103, -1.233], [3.451, 9.316, 2.874], [2.692, 8.147, 2.310], [-0.975, -5.046, 4.628], [-2.538, -4.958, 4.619], [-3.210, -3.576, 4.482], [-2.580, -2.738, 5.486], [-3.249, -1.517, 5.510], [-2.920, -5.694, 3.462], [-0.634, -4.722, 5.612], [-0.518, -4.409, 3.871], [-0.623, -6.044, 4.366], [-2.973, -5.527, 5.441], [-4.237, -3.685, 4.831], [-3.137, -3.206, 3.460], [-4.277, -1.620, 5.856], [-3.282, -1.007, 4.547], [-2.735, -0.778, 6.124], [-3.913, -5.558, 3.333], [-2.488, -5.248, 2.665], [6.148, -1.622, -0.063], [5.188, -2.023, -1.146], [4.176, -3.055, -0.682], [3.495, -3.695, -1.795], [2.678, -4.739, -1.446], [4.517, -0.800, -1.609], [5.725, -1.285, 0.883], [6.857, -0.934, -0.524], [6.703, -2.526, 0.188], [5.705, -2.409, -2.025], [3.466, -2.542, -0.032], [4.631, -3.843, -0.083], [2.314, -5.098, -2.409], [1.822, -4.407, -0.860], [3.191, -5.561, -0.946], [4.348, -0.273, -0.764], [5.302, -0.276, -1.966], [-3.362, 4.233, 4.751], [-4.417, 4.949, 5.616], [-5.596, 4.111, 6.042], [-6.497, 3.716, 4.919], [-7.428, 2.773, 5.265], [-3.793, 5.550, 6.803], [-3.765, 3.929, 3.785], [-2.862, 3.394, 5.234], [-2.616, 5.012, 4.596], [-4.685, 5.827, 5.028], [-6.243, 4.702, 6.690], [-5.400, 3.248, 6.679], [-7.047, 1.754, 5.323], [-8.234, 2.837, 4.534], [-7.913, 2.886, 6.235], [-4.377, 6.342, 7.028], [-2.926, 5.982, 6.514], [-2.842, -7.900, -2.747], [-3.802, -7.011, -3.558], [-4.725, -6.147, -2.683], [-5.648, -5.349, -3.415], [-6.297, -4.339, -2.570], [-2.958, -6.261, -4.476], [-3.226, -8.425, -1.872], [-2.156, -7.248, -2.205], [-2.177, -8.572, -3.288], [-4.484, -7.541, -4.223], [-4.100, -5.496, -2.073], [-5.221, -6.780, -1.946], [-6.781, -3.677, -3.288], [-5.614, -3.815, -1.901], [-7.149, -4.787, -2.060], [-3.397, -6.219, -5.385], [-3.099, -5.311, -4.165], [2.677, -0.087, 7.318], [2.580, 0.194, 5.808], [3.951, 0.674, 5.226], [4.313, 2.006, 5.663], [5.311, 2.587, 4.898], [2.309, -1.052, 5.119], [3.105, -1.046, 7.610], [1.750, 0.122, 7.851], [3.342, 0.670, 7.733], [1.794, 0.912, 5.572], [3.907, 0.729, 4.138], [4.778, 0.034, 5.532], [6.142, 1.890, 4.790], [5.739, 3.365, 5.530], [4.992, 3.026, 3.953], [1.383, -1.316, 5.424], [2.223, -0.764, 4.155], [0.226, -4.905, -8.792], [0.663, -3.587, -8.040], [-0.512, -2.606, -8.043], [0.004, -1.484, -7.408], [-1.071, -0.617, -7.157], [0.959, -4.074, -6.668], [-0.312, -4.690, -9.715], [-0.493, -5.482, -8.211], [0.935, -5.707, -8.998], [1.569, -3.095, -8.393], [-1.287, -3.116, -7.472], [-0.960, -2.483, -9.029], [-0.608, 0.182, -6.577], [-1.931, -0.989, -6.600], [-1.338, -0.180, -8.119], [1.660, -4.761, -6.907], [0.163, -4.665, -6.476]],
  "atomic_forces_ev_per_a": [[-0.388, 0.183, 0.338], [2.987, -3.448, -4.101], [-5.074, 8.223, 4.983], [1.287, -0.553, 0.000], [0.110, -1.067, -1.063], [0.048, -0.619, 0.731], [2.222, -1.594, -2.809], [-1.953, -0.211, 0.443], [0.335, -1.782, 2.010], [-0.255, 0.218, 0.196], [4.004, 3.781, 3.459], [2.779, 3.930, 2.753], [-0.317, -0.118, -2.280], [0.292, -1.933, -0.837], [0.045, -1.124, -0.569], [-8.436, -5.110, -3.185], [1.609, -0.731, 1.197], [0.535, 1.618, -0.871], [0.131, -0.591, -0.246], [-0.184, 0.041, -0.211], [0.242, -0.216, 0.032], [-0.022, 0.143, 0.183], [-0.033, 0.794, -1.231], [0.194, 0.810, 0.654], [1.066, -1.843, -0.898], [0.344, 2.283, 0.384], [-0.306, -1.123, -0.003], [-0.259, -1.453, 0.491], [-0.141, -0.101, 0.309], [0.072, -0.233, 0.355], [0.103, -0.097, -0.277], [-0.289, 0.363, -0.129], [-0.256, 0.214, 0.173], [0.170, -0.331, -0.378], [-0.129, 0.133, -0.341], [-0.106, -0.146, 0.063], [0.028, 0.689, -0.116], [0.127, 0.715, 0.533], [-0.593, -0.681, 0.407], [-0.916, 0.867, 0.643], [0.954, -0.102, -0.661], [1.714, -0.583, 2.779], [-0.284, -0.014, -1.245], [-0.041, 1.234, 0.133], [-0.778, -1.058, -1.361], [0.383, -0.127, -0.136], [-0.214, 0.398, -0.007], [-0.370, -0.171, 0.431], [0.288, 0.389, 0.505], [-0.428, -0.026, -0.571], [0.118, 0.344, 0.042], [-0.193, -0.054, 0.167], [-0.048, -0.295, -0.519], [0.128, -0.396, 0.469], [-0.366, -0.294, -0.302], [0.083, -0.065, -0.395], [1.086, -1.419, -0.082], [-1.038, -0.308, -0.239], [-0.457, -0.412, -0.352], [1.814, 2.396, 0.034], [-1.178, -0.866, -0.339], [-0.045, 0.032, -0.696], [-0.280, 0.387, -0.305], [0.037, 0.276, 0.537], [0.370, 0.036, 0.198], [0.282, -0.265, 0.153], [-0.403, -0.022, 0.042], [0.294, -0.044, -0.012], [-0.253, -0.390, 0.161], [-0.091, -0.065, 0.245], [0.176, 0.018, 0.172], [-0.920, 0.299, 0.218], [-0.043, 0.513, -0.719], [-0.181, 0.557, 0.446], [0.883, -0.196, -0.825], [-2.336, -0.077, -0.534], [2.460, 1.339, 0.836], [-1.157, -0.873, 0.269], [-0.130, -0.339, 0.400], [-0.024, -0.019, 0.123], [-0.208, -0.063, 0.144], [0.312, -0.202, -0.395], [-0.990, -0.425, -0.576], [-0.038, 0.441, 0.153], [0.773, -0.317, -0.389], [0.346, -0.256, -0.396], [0.071, -0.245, -0.137], [0.031, 0.675, 0.399], [-0.122, 0.109, 0.495], [0.319, -0.121, -0.016], [0.063, 0.404, 1.324], [-0.559, -1.029, -0.410], [0.523, 0.166, 0.499], [0.287, 0.390, 0.809], [-0.363, -1.057, -1.570], [-0.033, 1.357, -0.171], [-0.794, -0.425, -0.368], [0.259, 0.558, -0.319], [-0.503, 0.074, -0.475], [-0.046, -0.813, 0.356], [0.337, 0.359, 0.096], [-0.362, -0.304, -0.088], [0.404, 0.342, 0.086], [0.053, -0.105, -0.094], [0.281, -0.229, 0.550], [-0.102, -0.265, -0.225], [0.624, 0.652, -0.027], [0.278, 1.500, 0.191], [1.695, -0.248, 0.505], [-0.276, 1.367, 0.566], [-1.547, -0.879, 0.332], [1.030, 0.260, 0.882], [-0.129, 0.011, -0.307], [-0.244, -0.141, -0.458], [-0.247, -0.473, -0.166], [0.198, 0.090, 0.102], [0.197, 0.498, 0.277], [-0.172, -0.378, -0.276], [-0.149, -0.510, -0.055], [0.141, -0.244, -0.589], [-0.131, 0.361, -0.185], [-0.163, -0.221, -0.193], [-0.234, -0.501, -0.174], [-0.287, -0.503, -0.493], [-0.408, 0.486, -0.583], [-0.958, -1.902, -0.734], [1.536, -2.219, 0.367], [-0.795, -0.267, 0.478], [0.744, 2.200, 0.062], [0.481, 0.845, -0.167], [0.241, 0.084, -0.221], [-0.382, 0.460, 0.477], [0.788, 0.630, -0.104], [-0.129, -0.145, -0.449], [-0.375, 0.262, 0.488], [0.414, 0.663, -0.275], [-0.409, 0.336, 0.100], [0.145, -0.546, -0.125], [-0.587, 0.072, 0.084], [0.610, -0.248, 0.691], [-0.322, -0.008, 0.851]],
  "lumo_energy_ev": -5.51,
  "e_homo_ha": -0.342,
  "orbital_gap_ev": 3.779,
  "de_lowest_kj_mol": 583.9,
  "e_tot_ha": -4995.350795
}



Entry 2:
{
  "formula": "C28H79N13O11",
  "method": "ωB97M-V with the def2-TZVPD basis set",
  "symbols": ["C", "O", "N", "N", "H", "H", "H", "H", "C", "O", "N", "N", "H", "H", "H", "H", "C", "O", "N", "N", "H", "H", "H", "H", "C", "O", "N", "N", "H", "H", "H", "H", "C", "O", "C", "C", "N", "C", "C", "O", "C", "H", "H", "H", "H", "H", "H", "H", "H", "H", "H", "H", "H", "H", "H", "H", "C", "O", "C", "C", "N", "C", "C", "O", "C", "H", "H", "H", "H", "H", "H", "H", "H", "H", "H", "H", "H", "H", "H", "H", "C", "C", "C", "O", "C", "N", "H", "H", "H", "H", "H", "H", "H", "H", "H", "H", "H", "C", "C", "C", "O", "C", "N", "H", "H", "H", "H", "H", "H", "H", "H", "H", "H", "H", "C", "C", "C", "O", "C", "N", "H", "H", "H", "H", "H", "H", "H", "H", "H", "H", "H"],
  "positions_angstrom": [[19.085, -1.771, 3.210], [19.987, -1.422, 2.439], [19.292, -2.421, 4.294], [17.826, -1.617, 2.931], [18.457, -2.840, 4.676], [20.203, -2.728, 4.601], [17.080, -2.004, 3.491], [17.635, -1.192, 2.035], [18.029, 1.078, 0.659], [17.171, 0.227, 0.538], [19.245, 1.025, 1.225], [18.078, 2.070, -0.198], [19.905, 1.783, 1.121], [19.564, 0.304, 1.857], [18.847, 2.687, 0.023], [17.351, 2.258, -0.872], [15.000, -3.070, 5.068], [16.168, -3.163, 4.867], [14.107, -2.378, 4.500], [14.456, -3.742, 6.026], [13.118, -2.513, 4.657], [14.388, -1.774, 3.741], [13.485, -3.618, 6.274], [15.159, -4.188, 6.598], [22.292, -4.700, 5.182], [21.916, -3.595, 4.993], [22.909, -5.149, 6.234], [22.179, -5.631, 4.310], [23.367, -6.047, 6.289], [23.137, -4.490, 6.965], [21.635, -5.564, 3.462], [22.653, -6.464, 4.628], [19.101, -3.018, -0.919], [19.779, -2.425, -2.019], [19.520, -0.997, -2.139], [18.071, -0.752, -2.637], [17.774, -1.417, -3.950], [16.434, -1.107, -4.476], [16.128, -1.965, -5.742], [15.873, -3.332, -5.410], [15.480, -4.151, -6.514], [19.702, -3.724, -0.346], [18.133, -3.390, -1.253], [18.855, -2.235, -0.201], [20.212, -0.649, -2.906], [19.916, -0.535, -1.235], [17.972, 0.331, -2.713], [17.338, -1.025, -1.878], [17.942, -2.391, -3.746], [16.505, -0.054, -4.749], [15.661, -1.299, -3.732], [16.924, -1.926, -6.486], [15.276, -1.425, -6.155], [16.348, -4.513, -7.065], [14.789, -3.732, -7.246], [14.998, -4.942, -5.939], [18.900, 1.231, 7.681], [18.930, -0.152, 7.566], [17.673, -0.808, 7.596], [17.691, -2.352, 7.541], [17.996, -2.800, 8.952], [18.294, -4.276, 9.040], [17.076, -5.285, 8.789], [16.654, -5.299, 7.436], [17.469, -5.963, 6.496], [18.454, 1.774, 6.848], [19.894, 1.639, 7.862], [18.347, 1.474, 8.588], [17.099, -0.433, 6.749], [17.219, -0.430, 8.513], [18.431, -2.671, 6.807], [16.765, -2.813, 7.201], [18.893, -2.379, 9.149], [18.658, -4.486, 10.046], [19.097, -4.496, 8.336], [16.292, -4.953, 9.470], [17.265, -6.339, 8.991], [18.377, -5.439, 6.199], [16.893, -6.008, 5.572], [17.893, -6.915, 6.815], [14.700, -5.327, -2.729], [14.142, -4.045, -2.046], [15.020, -3.431, -0.858], [15.329, -4.465, 0.132], [15.568, -3.914, 1.374], [13.999, -3.072, -3.112], [15.774, -5.206, -2.864], [14.257, -5.336, -3.725], [14.512, -6.239, -2.161], [13.137, -4.337, -1.741], [14.356, -2.694, -0.407], [15.955, -2.977, -1.185], [14.637, -3.670, 1.885], [16.121, -2.975, 1.344], [16.088, -4.580, 2.062], [14.838, -3.157, -3.668], [13.335, -3.474, -3.759], [23.622, -1.002, 6.551], [22.176, -0.608, 6.337], [21.802, 0.060, 5.014], [22.247, 1.436, 5.013], [21.787, 2.101, 3.794], [21.190, -1.602, 6.761], [24.026, -1.523, 5.684], [23.847, -1.712, 7.347], [24.313, -0.160, 6.599], [22.031, 0.209, 7.043], [20.743, -0.111, 4.823], [22.157, -0.541, 4.176], [22.187, 3.114, 3.820], [20.700, 2.106, 3.711], [22.126, 1.626, 2.873], [20.276, -1.250, 6.515], [21.375, -2.387, 6.154], [15.802, 0.770, 4.035], [14.475, 0.639, 3.211], [14.145, 1.879, 2.283], [12.860, 1.781, 1.715], [12.408, 2.994, 1.110], [14.523, -0.551, 2.432], [16.076, -0.201, 4.448], [15.609, 1.432, 4.878], [16.653, 1.187, 3.496], [13.753, 0.520, 4.018], [14.904, 1.977, 1.506], [14.106, 2.835, 2.805], [11.343, 3.215, 1.034], [12.817, 2.976, 0.099], [12.776, 3.907, 1.578], [13.773, -0.350, 1.786], [15.363, -0.517, 1.873]],
  "atomic_forces_ev_per_a": [[1.830, 0.359, -2.815], [0.643, 0.689, -0.139], [0.437, -2.372, 4.236], [-3.079, 1.100, -1.578], [0.338, -0.165, 0.463], [-0.061, 0.011, -0.386], [0.049, -0.062, 0.039], [-0.334, 0.177, -0.066], [1.972, -0.667, -2.065], [-1.682, -1.991, 1.673], [0.973, -0.986, 2.473], [-0.545, 2.969, -1.495], [-0.249, 0.066, -0.042], [-0.272, -0.590, 0.018], [-0.494, 0.931, -1.054], [0.154, 0.181, 0.397], [-1.010, -1.033, 1.429], [4.522, 0.482, -1.667], [-2.906, 3.884, -3.853], [-0.833, -3.379, 4.132], [0.476, 0.083, -0.025], [-0.359, 0.368, -0.853], [0.608, -0.243, 0.349], [-0.611, -0.578, 0.601], [0.106, 0.297, -0.541], [-1.263, 3.715, -0.218], [2.282, -0.149, 4.813], [-0.287, -4.177, -3.275], [-0.233, 0.330, -0.025], [-0.029, -0.082, -0.132], [0.308, 0.021, 0.257], [-0.687, -0.457, -1.292], [-0.462, 1.368, 0.160], [0.262, 0.181, -0.030], [0.048, -1.502, -1.007], [0.358, 0.429, 0.069], [0.927, 0.656, 1.211], [1.594, -1.541, -0.250], [0.221, 0.937, 0.823], [-0.208, 1.212, -0.710], [0.261, -0.290, 1.276], [0.095, -0.286, -0.594], [0.040, -0.661, 0.063], [-0.014, 0.147, 0.295], [-0.076, -0.188, -0.324], [-1.034, 0.370, 0.366], [-0.105, 0.152, -0.346], [-0.061, -0.208, 0.264], [-0.353, -0.382, -0.421], [-0.538, 0.023, -0.119], [-0.329, 0.357, -0.030], [0.317, 0.158, 0.098], [-0.595, -0.581, -0.403], [0.145, -0.117, 0.045], [-0.184, 0.513, 0.304], [-0.085, -0.548, -0.806], [-0.379, 0.534, 0.923], [1.015, -1.401, -0.605], [-0.725, 0.660, -0.505], [0.750, 0.694, 1.621], [-0.381, -1.609, -1.084], [-0.865, -0.339, -0.403], [1.522, 1.255, -0.307], [-0.668, 0.430, -0.025], [0.510, 0.457, -0.463], [-0.143, -0.225, -0.327], [0.218, -0.424, -0.331], [-0.405, 0.334, 0.189], [-0.324, 0.022, -0.195], [-0.639, -0.440, 0.187], [0.376, -0.094, 0.084], [-0.091, 0.609, 0.227], [0.197, 0.289, 0.254], [0.055, 0.069, 0.071], [0.181, -0.351, -0.120], [-0.485, 0.027, -0.510], [0.743, 0.043, 0.704], [0.088, 0.768, 0.264], [-0.113, -0.435, 0.184], [-0.700, -0.486, 0.310], [0.485, 0.561, 0.890], [1.111, -1.004, 0.109], [-1.533, -1.911, -0.152], [-0.251, 0.228, -1.949], [-0.202, 0.768, 1.388], [-0.046, 0.709, 0.134], [0.157, -0.147, -0.051], [-0.118, -0.531, 0.082], [-0.005, -0.038, -0.129], [0.005, 0.426, 0.753], [0.244, 0.318, 0.151], [-0.069, 0.106, -0.287], [-0.409, 0.116, 0.055], [0.326, 0.026, -0.244], [0.215, -0.321, -0.427], [0.385, 0.358, -0.090], [-0.540, 0.190, -0.066], [0.963, -0.780, -1.389], [-0.807, 1.769, 1.515], [0.709, -0.520, -0.184], [-1.040, -0.737, -1.616], [0.473, -0.288, 0.866], [0.949, -0.687, -0.340], [-0.223, -0.287, -0.453], [-0.508, 0.341, 0.503], [-0.340, 0.306, 0.420], [-0.061, 0.345, 0.243], [-0.577, 0.953, 0.511], [0.937, 0.264, -0.428], [-0.175, -0.047, 0.069], [-0.174, 0.150, 0.364], [0.417, -0.318, 0.075], [-0.058, 0.115, 0.269], [-0.216, -0.273, 0.271], [-0.780, 0.726, -0.251], [1.359, 2.017, 1.002], [0.256, 0.320, 1.238], [-1.664, -0.215, 0.147], [1.146, 0.090, -0.795], [-0.483, -0.286, -0.914], [-0.033, -0.023, -0.129], [0.072, 0.109, 0.078], [-0.045, -0.172, -0.260], [-0.698, 0.151, -0.357], [0.271, -0.231, -0.146], [0.654, -0.031, 0.644], [-0.299, -1.199, 0.336], [-0.104, 0.360, -0.276], [0.524, -0.138, 0.430], [-0.341, -0.948, -0.679], [0.413, -0.005, -0.365]],
  "spin_multiplicity": 2,
  "lumo_energy_ev": [2.04, 2.06],
  "charge": -1,
  "s2": 0.75,
  "e_homo_ha": [0.027, -0.229],
  "orbital_gap_ev": [1.298, 8.275],
  "e_tot_ha": -2653.537770
}